No. 1
Density functional theory data (the ωB97M-V functional and the def2-TZVPD basis) for a single C21H28N6O5 molecule.

Positions of all 60 atoms, in Å:
C  3.57549  1.27830  2.26382
H  3.50635  0.43518  1.57998
H  3.42343  2.19620  1.69944
H  4.57243  1.30245  2.69482
C  2.54217  1.13911  3.37993
H  2.60332  2.00051  4.05933
O  1.21800  0.97996  2.91355
C  0.60115  2.14511  2.39706
C  -0.07946  1.82819  1.05943
N  0.88505  1.37137  0.09611
C  1.22597  0.09812  -0.19169
N  2.19833  0.01897  -1.08561
C  2.51205  1.29997  -1.37840
C  1.71549  2.17374  -0.65389
C  1.85188  3.59289  -0.74824
O  1.22437  4.43793  -0.13483
N  2.85044  3.94887  -1.65823
C  3.65653  3.09979  -2.40867
O  4.49834  3.51911  -3.17328
N  3.46227  1.74657  -2.24068
C  4.28104  0.82362  -2.99721
H  5.33509  1.02566  -2.80623
H  4.09392  0.94836  -4.06429
H  4.01810  -0.18160  -2.68028
C  3.05837  5.37791  -1.82770
H  3.84038  5.52227  -2.56813
H  3.34931  5.82007  -0.87477
H  2.12945  5.84321  -2.15666
C  0.58178  -1.07890  0.45079
N  -0.85741  -1.06142  0.23468
C  -1.55253  -2.02257  1.07023
H  -1.27973  -3.06129  0.81103
C  -3.06478  -1.84222  0.90158
N  -3.42542  -2.01549  -0.48393
C  -4.07520  -3.06102  -1.05425
O  -4.10129  -3.21089  -2.26769
C  -4.80978  -4.02619  -0.21452
C  -5.31844  -5.22461  -0.65087
C  -5.99269  -5.79834  0.44689
C  -5.85857  -4.91024  1.47015
O  -5.14737  -3.84040  1.08582
H  -6.21100  -4.92186  2.48303
H  -6.50811  -6.73602  0.47110
H  -5.21038  -5.62353  -1.63778
C  -2.70655  -1.09696  -1.34370
C  -1.20174  -1.27665  -1.16163
H  -0.91245  -2.28787  -1.49543
H  -0.66546  -0.54772  -1.77191
H  -2.99007  -0.07455  -1.07461
H  -2.99438  -1.30372  -2.37497
H  -3.33657  -0.82365  1.20136
H  -3.59348  -2.54753  1.53567
H  -1.28112  -1.84125  2.11276
H  0.76207  -1.02160  1.52891
H  1.06011  -1.98804  0.05360
H  -0.82150  1.03866  1.18758
H  -0.54461  2.74089  0.68143
H  -0.16093  2.49410  3.10681
H  1.32796  2.94891  2.24921
H  2.74039  0.23013  3.95396

Properties
Relative energy (zero: lowest compared OMol25 entry of this formula, charge and spin)   0.00 kJ/mol
SMILES   CCOCCn1c(CN2CCN(C(=O)c3ccco3)CC2)nc2c1c(=O)n(C)c(=O)n2C
Spin multiplicity   1
Orbital gap   0.3269 hartree
HOMO level   -8.31 eV

***

No. 2
Density functional theory data (the ωB97M-V functional and the def2-TZVPD basis) for 6 unconnected molecules or ions with the total composition H12O6.

Positions of all 18 atoms, in Å:
O  -2.66645  -0.73222  -0.06965
H  -2.74744  -0.12065  0.66224
H  -2.87442  -1.58696  0.30770
O  0.55905  -0.43645  -0.06424
H  -0.36668  -0.64972  -0.18160
H  0.72209  0.27424  -0.68437
O  2.22851  -2.38414  1.14888
H  1.90221  -1.56506  0.77622
H  3.15744  -2.22042  1.31176
O  -1.14596  2.92981  -1.71948
H  -1.50531  3.17522  -0.86691
H  -0.21449  2.78382  -1.55429
O  1.73774  2.96510  -1.17057
H  2.62362  2.80140  -1.49407
H  1.83301  3.70936  -0.57623
O  -1.38932  -3.14776  1.21922
H  -0.48137  -3.14127  0.91621
H  -1.37219  -2.65426  2.03922

Properties
Relative energy (zero: lowest compared OMol25 entry of this formula, charge and spin)   148.52 kJ/mol
Expectation value of S²   0.756
Total charge   +1
Spin multiplicity   2
Orbital gap (alpha / beta)   0.4598 / 0.0968 hartree
HOMO level (alpha / beta)   -15.75 / -14.17 eV

***

No. 3
Density functional theory data (the ωB97M-V functional and the def2-TZVPD basis) for a molecular structure, C27H25AsF7HgIN3O2.

Positions of all 67 atoms, in Å:
Hg  -1.24113  0.06796  -1.42308
C  -2.06311  -3.85286  1.44277
C  -1.85290  -2.50987  2.07783
N  -2.22370  -2.34840  3.33790
C  -2.04028  -1.15127  3.89767
C  -1.46454  -0.07763  3.24063
C  -1.30305  1.21488  3.99454
O  0.01460  1.41548  4.51321
C  -1.04021  -0.23497  1.91367
C  -0.31799  0.90062  1.19654
N  -1.12638  1.45139  0.10739
C  -1.02923  2.79684  -0.16446
C  -0.07109  3.64313  0.42915
C  -0.01378  4.99899  0.16095
C  -0.89970  5.59009  -0.72651
C  -1.86077  4.79025  -1.32625
C  -1.92898  3.44009  -1.03641
I  -3.48016  2.37240  -1.95657
C  -1.26503  -1.48415  1.29048
O  -0.95075  -1.75531  0.04345
H  -2.48660  -4.53701  2.17587
H  -1.12222  -4.25585  1.06021
H  -2.73636  -3.77936  0.58406
H  -2.36932  -1.04162  4.92640
H  -1.97630  1.21139  4.85335
H  -1.58241  2.06703  3.36734
H  0.62975  0.88903  3.98866
H  -0.18454  1.69848  1.92820
H  0.66094  3.22373  1.10390
H  0.75095  5.59520  0.64412
H  -0.84735  6.64610  -0.95464
H  -2.57016  5.22060  -2.02054
F  0.92962  -0.02596  -2.88084
As  0.77368  1.20934  -4.13472
F  2.40457  1.69919  -3.86771
F  1.28531  0.05375  -5.31111
F  0.22190  2.30986  -2.90697
F  -0.88471  0.66847  -4.32463
F  0.54319  2.41237  -5.34391
F  4.36729  -0.27866  5.26444
C  3.59763  -0.10399  4.16362
C  2.81261  -1.15025  3.72623
C  2.02530  -0.96207  2.59765
C  2.01735  0.25487  1.91543
C  1.10311  0.47862  0.74045
C  2.83038  1.28111  2.39142
C  3.62639  1.11333  3.51691
H  2.81637  -2.08799  4.26537
H  1.39605  -1.76980  2.24344
H  1.02899  -0.43262  0.14472
H  1.50424  1.26154  0.09320
H  2.84237  2.23196  1.87062
H  4.25483  1.90865  3.89430
N  -1.77949  -1.65827  -2.71233
C  -0.72430  -2.47604  -3.27359
C  0.00993  -3.28845  -2.42345
C  1.02234  -4.06999  -2.95697
C  1.29613  -4.03788  -4.31772
C  0.55286  -3.21619  -5.15055
C  -0.46476  -2.43064  -4.63088
H  -2.24629  -2.18550  -1.97622
H  -2.44943  -1.39990  -3.42746
H  -0.19601  -3.26672  -1.35871
H  1.60962  -4.69804  -2.29922
H  2.09900  -4.63880  -4.72494
H  0.78058  -3.15908  -6.20653
H  -1.01494  -1.75161  -5.26915

Properties
Relative energy (zero: lowest compared OMol25 entry of this formula, charge and spin)   0.00 kJ/mol
Total charge   -1
Spin multiplicity   1
Orbital gap   0.2615 hartree
HOMO level   -5.09 eV

***

No. 4
Density functional theory data (the ωB97M-V functional and the def2-TZVPD basis) for 7 unconnected molecules or ions with the total composition C20H40O20.

Positions of all 80 atoms, in Å:
O  -2.41506  0.55402  0.69507
C  -1.47973  1.05591  -0.19734
C  -1.72459  1.28108  -1.69725
O  -2.45537  2.34016  -2.24390
H  -0.72499  0.21801  -0.16854
H  -0.85759  1.88276  0.22236
H  -2.18264  0.38561  -2.18652
H  -0.76828  1.26016  -2.29003
C  1.07729  3.52425  0.88503
O  2.15375  4.31710  1.39675
C  2.39325  4.21622  2.68772
O  1.81067  3.51948  3.46166
O  3.41878  5.02746  2.95637
C  3.79642  5.14740  4.32466
H  0.18304  3.63981  1.49502
H  1.32079  2.46509  0.86596
H  0.73731  3.89563  -0.07784
H  4.26122  6.13016  4.38678
H  4.58971  4.43212  4.54322
H  2.94387  5.04768  4.98931
C  0.24561  -5.53406  -4.15451
O  -0.72274  -5.42923  -3.12302
C  -1.38868  -4.30579  -2.87334
O  -2.21385  -4.21508  -2.03154
O  -0.92269  -3.35120  -3.68817
C  -1.52654  -2.04233  -3.71035
H  1.11841  -4.93701  -3.90241
H  -0.14518  -5.20766  -5.11724
H  0.50220  -6.58578  -4.23574
H  -1.49204  -1.73006  -4.75116
H  -1.04456  -1.38665  -2.99023
H  -2.58711  -2.10430  -3.46312
C  -0.67422  -0.90950  3.23030
O  -0.50395  -2.19179  3.89847
C  -1.03625  -3.27022  3.36271
O  -1.49431  -3.36365  2.26711
O  -0.81230  -4.28677  4.23259
C  -1.46124  -5.47244  3.83091
H  -0.27054  -1.10362  2.23741
H  -0.07604  -0.20662  3.80020
H  -1.70310  -0.56697  3.14438
H  -1.21239  -6.33604  4.44988
H  -1.15404  -5.76737  2.82491
H  -2.54940  -5.39053  3.85758
C  2.29101  1.91174  -8.70851
O  1.11802  1.50243  -8.04941
C  0.87872  2.05318  -6.84121
O  1.65212  2.71898  -6.22015
O  -0.34737  1.70527  -6.51241
C  -0.74521  1.99614  -5.16000
H  2.52930  1.23928  -9.53256
H  3.18673  1.89336  -8.08499
H  2.11753  2.90986  -9.11568
H  -0.14223  1.35395  -4.51618
H  -1.79106  1.81647  -4.91676
H  -0.55817  3.03465  -4.89151
C  4.48045  -5.07692  0.99596
O  3.93866  -4.10335  0.14041
C  2.63272  -4.19118  -0.11250
O  1.98841  -5.21016  -0.12061
O  2.15698  -2.99365  -0.34511
C  0.75235  -2.80798  -0.58547
H  3.99383  -5.26464  1.95382
H  5.52624  -4.87736  1.22559
H  4.48593  -6.02534  0.44518
H  0.26363  -2.87974  0.38561
H  0.31106  -3.61023  -1.17518
H  0.59512  -1.84225  -1.05236
C  -3.28311  4.93167  7.12971
O  -2.71523  4.00279  6.25285
C  -3.08268  4.04868  4.95097
O  -4.01488  4.71928  4.56552
O  -2.24935  3.33303  4.26110
C  -2.20574  3.38632  2.80026
H  -4.37267  4.88907  7.14461
H  -2.93598  5.94597  6.90999
H  -2.91456  4.73054  8.13676
H  -2.92206  2.65188  2.43547
H  -1.20043  3.05258  2.58815
H  -2.37098  4.41019  2.47453

Properties
Relative energy (zero: lowest compared OMol25 entry of this formula, charge and spin)   0.00 kJ/mol
Total charge   -2
Spin multiplicity   1
Orbital gap   0.1151 hartree
HOMO level   0.80 eV